Formula: C31H55B5F23N10O3S
Source: the Open Molecules 2025 dataset
Level of theory: ωB97M-V with the def2-TZVPD basis set

Geometry as XYZ:
```
128
Properties=species:S:1:pos:R:3:forces:R:3:lowdin_spin:R:1
C 0.914 1.242 -1.596 2.4 1.4 -1.0 0.00
C -0.489 1.166 -1.311 -3.0 -1.1 0.7 0.00
N -0.951 1.283 0.154 -3.1 -2.4 -0.4 0.00
C -0.309 1.817 1.189 1.3 1.8 2.0 0.00
C -1.026 1.675 2.355 1.3 -0.6 0.3 0.00
N -2.079 0.852 2.085 2.7 1.5 -6.3 0.00
C -2.080 0.683 0.732 1.0 -0.1 0.0 0.00
C -3.106 0.462 2.859 -4.1 -0.6 3.8 0.00
H 1.647 0.608 -1.097 -0.5 -0.2 0.1 0.00
H 1.268 2.272 -1.572 0.3 0.0 0.4 0.00
H 0.905 1.045 -2.668 0.6 -0.3 -0.2 0.00
H -0.852 0.244 -1.764 -0.3 -0.7 1.2 0.00
H -1.044 1.816 -1.987 -0.1 1.0 0.7 0.00
H 0.645 2.323 1.156 0.2 0.1 -0.3 0.00
H -0.744 1.945 3.362 -0.1 0.2 -0.1 0.00
H -2.874 0.081 0.315 0.3 0.2 -0.7 0.00
H -3.723 1.312 3.151 0.5 0.4 0.6 0.00
H -2.743 -0.022 3.766 -0.2 0.1 0.0 0.00
H -3.941 -0.112 2.457 0.9 -0.7 -1.0 0.00
C 5.445 -4.250 3.038 1.7 -0.2 -1.7 0.02
C 5.689 -5.212 1.797 -3.4 -0.3 -0.1 0.02
N 5.041 -4.702 0.515 1.4 0.3 1.1 0.22
C 3.818 -5.019 0.014 -3.8 -1.8 -1.1 0.05
C 3.311 -4.134 -0.921 1.3 -0.7 1.9 0.00
N 4.236 -3.151 -0.959 1.0 -0.8 -0.3 0.18
C 5.285 -3.470 -0.099 1.7 1.5 -0.2 0.38
C 4.012 -1.897 -1.544 -0.3 1.5 0.2 0.02
H 4.398 -4.051 3.266 0.0 0.1 -0.7 0.00
H 6.017 -3.423 2.619 -0.5 1.0 1.0 0.00
H 5.883 -4.559 3.987 0.4 -0.3 -0.3 0.00
H 5.068 -6.067 2.066 0.1 -0.5 -0.5 0.00
H 6.676 -5.616 1.575 0.2 0.7 0.3 0.00
H 3.253 -5.906 0.261 0.4 -0.2 0.3 0.01
H 2.393 -3.995 -1.471 0.0 -0.6 0.3 0.00
H 6.004 -2.730 0.219 -0.1 -0.1 0.1 0.05
H 3.337 -1.934 -2.399 0.2 -0.3 0.0 0.00
H 4.940 -1.395 -1.817 0.0 -0.1 0.0 0.01
H 3.502 -1.310 -0.780 0.0 0.7 -0.2 0.01
C -3.240 4.484 -0.355 -0.2 0.7 1.8 0.00
C -1.919 5.284 -0.436 -3.0 -0.4 -0.6 0.00
N -1.425 5.216 -1.791 1.1 -0.1 -4.3 0.00
C -0.166 4.750 -2.111 -0.5 1.8 -1.9 0.00
C 0.063 5.093 -3.461 0.1 -0.4 0.4 0.00
N -1.082 5.617 -4.029 -2.1 0.0 4.4 0.00
C -2.028 5.652 -3.001 2.4 0.0 1.6 0.00
C -1.339 6.308 -5.291 0.3 0.4 0.2 0.00
H -3.964 4.638 -1.155 0.4 -0.2 -0.2 0.00
H -3.659 4.979 0.521 -0.7 -0.2 0.2 0.00
H -3.183 3.447 -0.024 0.3 -0.1 -0.7 0.00
H -1.281 4.955 0.384 0.7 0.1 -0.7 0.00
H -2.245 6.317 -0.313 0.5 0.1 0.3 0.00
H 0.478 4.407 -1.314 0.5 -0.2 -0.1 0.00
H 0.967 5.088 -4.051 0.0 -0.6 0.1 0.00
H -2.898 6.291 -3.030 -0.1 -0.4 -0.1 0.00
H -2.071 5.769 -5.893 0.9 -0.5 -0.4 0.00
H -0.350 6.575 -5.662 -0.3 -0.7 -0.8 0.00
H -1.819 7.278 -5.162 0.0 0.1 0.8 0.00
C 2.326 -4.046 6.928 -0.3 0.1 0.6 0.00
C 1.748 -2.665 6.551 -0.4 0.2 -1.3 0.00
N 1.576 -2.517 5.063 1.4 2.6 -1.7 0.00
C 0.954 -3.343 4.171 0.3 -2.3 0.4 0.00
C 1.311 -3.035 2.907 0.8 1.2 -1.2 0.00
N 2.029 -1.843 2.939 -1.2 -1.5 5.4 0.00
C 2.135 -1.527 4.285 0.4 -1.2 -1.3 0.00
C 2.548 -1.042 1.886 -0.7 0.8 -0.5 0.01
H 2.618 -4.047 7.978 -0.1 0.3 0.1 0.00
H 3.241 -4.318 6.402 -0.1 0.4 -0.4 0.00
H 1.653 -4.901 6.860 -0.3 0.3 -0.4 0.00
H 2.407 -1.868 6.897 0.2 -0.1 -0.4 0.00
H 0.764 -2.336 6.884 0.0 -0.9 0.8 0.00
H 0.494 -4.261 4.506 -0.1 0.2 0.0 0.00
H 1.297 -3.523 1.944 -0.9 -0.3 0.1 0.00
H 2.699 -0.660 4.595 -0.3 0.1 0.3 0.00
H 2.443 -0.023 2.258 0.7 0.3 -0.3 0.00
H 1.812 -1.113 1.085 0.5 -0.2 -0.5 0.00
H 3.558 -1.375 1.648 -0.1 0.3 -0.3 0.01
C -2.564 0.542 -5.092 0.3 1.8 0.5 0.00
C -1.473 -0.517 -5.157 -0.9 -0.6 -0.6 0.00
N -2.188 -1.829 -5.257 -2.4 -2.7 2.4 0.00
C -2.539 -2.610 -6.373 -0.4 -1.8 3.0 0.00
C -3.214 -3.760 -5.805 0.4 1.5 -2.4 0.00
N -3.480 -3.573 -4.481 2.4 3.5 -0.5 0.00
C -2.802 -2.404 -4.169 0.3 -0.1 -0.7 0.00
C -4.070 -4.451 -3.496 1.3 -1.7 0.9 0.00
H -2.333 1.271 -4.315 0.5 -0.1 0.2 0.00
H -3.517 0.187 -4.701 -0.1 -0.4 -0.6 0.00
H -2.619 1.228 -5.937 -0.3 -0.6 -0.4 0.00
H -0.863 -0.418 -4.258 0.0 -0.9 0.0 0.00
H -0.812 -0.617 -6.018 0.0 1.1 0.0 0.00
H -2.231 -2.263 -7.348 -0.1 -0.6 0.0 0.00
H -3.492 -4.711 -6.236 -0.1 0.4 -0.4 0.00
H -2.712 -2.024 -3.162 -0.1 0.1 0.1 0.00
H -5.145 -4.568 -3.358 0.0 1.1 -0.5 0.00
H -3.541 -4.276 -2.559 -0.5 0.6 0.2 0.00
H -3.718 -5.467 -3.675 0.0 -0.1 -0.6 0.00
B 3.407 4.092 -0.380 -0.4 -2.2 1.6 0.00
F 2.046 4.187 0.037 -1.2 -0.6 -0.4 0.00
F 4.002 2.869 0.104 -0.6 0.2 -0.7 0.00
F 3.471 4.158 -1.731 0.0 0.0 -1.9 0.00
F 4.009 5.096 0.233 1.9 2.6 0.9 0.00
B 0.575 2.354 -6.175 2.2 -0.3 1.5 0.00
F 0.558 1.314 -7.081 -0.6 -0.6 -0.7 0.00
F 1.475 3.326 -6.547 0.3 1.5 -1.3 0.00
F -0.658 2.875 -5.907 -1.6 0.5 -0.1 0.00
F 1.168 1.907 -4.959 -0.7 -0.9 0.7 0.00
B -4.985 0.226 -1.733 -1.2 2.3 0.1 0.00
F -5.925 0.202 -2.786 0.1 -0.4 0.1 0.00
F -4.385 1.491 -1.718 0.9 1.0 -0.8 0.00
F -5.475 0.093 -0.481 -2.5 -0.1 2.4 0.00
F -4.093 -0.753 -1.762 3.0 -2.8 -1.9 0.00
B -0.246 -2.903 -0.714 2.5 -0.1 0.5 0.00
F 0.213 -4.202 -0.475 -0.2 -1.0 0.5 0.00
F 0.851 -2.248 -1.299 0.7 0.8 -0.4 0.00
F -1.249 -2.894 -1.586 -2.6 -0.1 -1.8 0.00
F -0.553 -2.261 0.460 -0.5 0.4 1.1 0.00
B 1.950 2.940 3.806 1.7 1.2 -0.8 0.00
F 3.051 3.733 4.164 0.2 0.1 1.7 0.00
F 0.892 3.769 3.559 -1.9 0.5 0.7 0.00
F 2.338 2.468 2.594 0.3 -2.1 -2.3 0.00
F 1.694 1.852 4.638 -0.3 -0.4 0.9 0.00
C -2.619 -0.087 7.362 -1.5 1.4 -0.8 0.00
F -2.948 -0.634 8.533 0.3 0.5 0.6 0.00
F -1.397 0.352 7.294 2.2 0.4 1.3 0.00
F -2.673 -1.059 6.502 -0.5 -2.2 -1.9 0.00
S -3.667 1.345 6.803 -2.6 3.3 -0.7 0.00
O -3.752 2.211 7.977 0.2 -1.3 0.3 0.00
O -2.976 2.082 5.734 0.3 -1.9 0.4 0.00
O -4.963 0.789 6.364 1.6 -0.4 0.6 0.00
```
Forces are in eV/Å.

## Properties
- E_LUMO (alpha / beta) (eV) = 3.01 / 3.01
- total charge = -2
- spin multiplicity = 2



Formula: C37H33AuN2O5P2S
Source: the Open Molecules 2025 dataset
Level of theory: ωB97M-V with the def2-TZVPD basis set

Geometry as XYZ:
```
81
Properties=species:S:1:pos:R:3:forces:R:3:lowdin_charge:R:1
Au 0.844 0.785 1.475 0.2 -0.1 0.0 0.71
O -4.924 1.103 3.071 0.0 -0.1 0.0 0.12
C -4.163 0.873 4.116 0.0 0.0 0.0 -0.51
O -4.594 0.732 5.236 0.0 0.1 0.0 0.09
C -2.685 0.825 3.888 0.0 0.0 -0.1 -0.04
C -1.778 0.867 4.924 0.0 0.0 0.0 0.01
N -0.553 0.825 4.383 0.0 0.1 0.0 0.03
N -0.611 0.748 3.046 -0.1 -0.1 -0.3 -0.07
C -1.901 0.745 2.718 0.0 0.0 0.1 -0.12
C -2.301 0.636 1.248 0.1 0.0 0.2 -0.59
O -3.461 0.985 0.965 0.0 -0.1 0.0 0.03
O -1.409 0.204 0.489 -0.3 0.2 0.1 -0.15
H -4.390 1.100 2.208 0.0 0.1 0.0 0.06
H -1.945 0.921 5.986 0.0 0.0 0.0 0.14
H 0.338 0.872 4.846 0.0 0.0 0.0 0.16
C 3.726 2.104 0.096 -0.1 0.0 0.1 -0.51
P 2.313 0.977 -0.231 0.0 0.2 -0.1 0.84
C 1.507 1.655 -1.704 0.0 0.1 0.0 -0.37
C 2.263 1.955 -2.839 0.0 0.1 0.0 -0.11
C 1.654 2.506 -3.952 0.0 0.0 0.0 -0.07
C 0.286 2.754 -3.944 0.0 0.0 0.0 -0.07
C -0.469 2.447 -2.825 0.0 0.0 0.0 -0.06
C 0.139 1.900 -1.704 0.0 -0.1 0.1 -0.10
C 3.134 -0.552 -0.771 0.0 -0.1 0.1 -0.36
C 2.901 -1.136 -2.011 0.0 0.0 0.0 -0.09
C 3.566 -2.305 -2.361 0.0 0.0 0.0 -0.07
C 4.450 -2.899 -1.476 0.0 0.0 0.0 -0.08
C 4.659 -2.338 -0.222 0.0 0.0 0.0 -0.08
C 3.999 -1.174 0.132 0.0 0.0 -0.1 -0.11
P 3.367 3.319 1.459 -0.1 0.1 0.0 0.99
C 4.711 4.534 1.155 0.0 -0.1 0.0 -0.40
C 5.967 4.148 0.694 0.0 0.0 0.0 -0.11
C 6.984 5.082 0.540 0.0 0.0 0.0 -0.09
C 6.760 6.414 0.852 0.0 0.0 0.0 -0.09
C 5.516 6.806 1.328 0.0 0.0 0.0 -0.08
C 4.503 5.874 1.483 0.0 0.0 0.0 -0.11
C 1.953 4.226 0.716 0.0 0.0 0.0 -0.43
C 2.047 4.895 -0.505 0.0 0.0 0.0 -0.10
C 0.944 5.536 -1.041 0.0 0.0 0.0 -0.07
C -0.273 5.508 -0.369 0.0 0.0 0.0 -0.08
C -0.377 4.858 0.850 0.0 0.0 0.0 -0.08
C 0.737 4.229 1.394 0.0 0.0 0.0 -0.14
H 4.004 2.618 -0.826 0.0 -0.1 0.0 0.05
H 4.561 1.477 0.410 0.0 0.0 0.0 0.04
H 3.329 1.756 -2.856 0.0 0.0 0.0 0.11
H 2.243 2.731 -4.833 0.0 0.0 0.0 0.10
H -0.190 3.179 -4.818 0.0 0.0 0.0 0.11
H -1.537 2.622 -2.818 0.0 0.0 0.0 0.12
H -0.458 1.633 -0.843 -0.1 0.0 0.0 0.07
H 2.188 -0.699 -2.699 0.0 0.0 0.0 0.10
H 3.374 -2.757 -3.325 0.0 0.0 0.0 0.11
H 4.964 -3.810 -1.754 0.0 0.0 0.0 0.11
H 5.325 -2.816 0.484 0.0 0.0 0.0 0.10
H 4.149 -0.746 1.118 0.0 0.0 0.0 0.10
H 6.167 3.112 0.450 0.0 0.0 0.0 0.09
H 7.951 4.766 0.172 0.0 0.0 0.0 0.10
H 7.551 7.142 0.728 0.0 0.0 0.0 0.10
H 5.333 7.844 1.575 0.0 0.0 0.0 0.10
H 3.535 6.193 1.852 0.0 0.0 0.0 0.11
H 2.992 4.920 -1.037 0.0 0.0 0.0 0.11
H 1.028 6.050 -1.990 0.0 0.0 0.0 0.11
H -1.140 5.993 -0.798 0.0 0.0 0.0 0.11
H -1.322 4.842 1.379 0.0 0.0 0.0 0.11
H 0.669 3.737 2.357 0.0 0.0 0.0 0.08
C -2.145 -2.359 -0.961 0.0 0.1 0.0 -0.22
S -0.618 -1.686 -1.640 0.1 -0.1 0.0 0.87
O -0.964 -1.094 -2.961 0.0 0.0 0.0 -0.51
C 0.137 -3.287 -1.981 -0.1 0.0 0.0 -0.40
C 0.830 -3.944 -0.976 0.0 0.0 0.0 -0.10
C 1.423 -5.168 -1.246 0.0 0.0 0.0 -0.09
C 1.332 -5.716 -2.519 0.0 0.0 0.0 -0.09
C 0.650 -5.040 -3.524 0.0 0.0 0.0 -0.08
C 0.049 -3.817 -3.257 0.0 0.0 0.0 -0.07
H -2.574 -3.046 -1.689 0.0 0.0 0.0 0.06
H -2.801 -1.511 -0.777 0.0 0.0 0.0 0.05
H -1.911 -2.868 -0.026 0.0 0.0 0.0 0.06
H 0.913 -3.494 0.008 0.0 0.0 0.0 0.11
H 1.969 -5.688 -0.470 0.0 0.0 0.0 0.10
H 1.795 -6.671 -2.730 0.0 0.0 0.0 0.10
H 0.587 -5.466 -4.517 0.0 0.0 0.0 0.10
H -0.473 -3.253 -4.021 0.0 0.0 0.0 0.11
```
Forces are in eV/Å.

## Properties
- E_LUMO (eV) = 0.16
- total charge = 0



Formula: C5H7NO2
Source: the Open Molecules 2025 dataset
Level of theory: ωB97M-V with the def2-TZVPD basis set

Geometry as XYZ:
```
15
Properties=species:S:1:pos:R:3:forces:R:3:lowdin_charge:R:1
O 1.309 -1.880 1.359 2.6 -0.7 -2.9 -0.16
N 1.227 -1.309 -0.021 -2.0 4.6 2.2 0.07
C 0.574 -0.115 0.116 4.2 -8.9 -1.2 -0.38
C -0.376 0.140 1.108 -1.3 2.9 6.2 -0.10
C -1.422 0.846 0.222 1.2 2.1 1.1 -0.22
O -1.606 0.389 -1.067 -1.2 -0.5 -0.6 0.02
C -0.602 1.409 -0.994 -3.5 -0.6 2.1 -0.19
C 0.613 0.706 -1.074 4.7 1.2 2.0 -0.12
H 2.242 -2.158 1.040 -1.9 -0.2 2.1 0.11
H -0.813 -0.574 2.146 1.7 1.6 -4.0 0.21
H 0.286 1.071 1.796 -2.3 -2.2 -1.7 0.21
H -2.250 1.313 0.803 0.4 -0.1 -1.1 0.15
H -0.780 2.331 -1.411 -0.8 1.8 -1.0 0.12
H 1.666 1.170 -1.008 -1.8 0.4 -0.3 0.17
H 0.708 0.019 -1.821 -0.1 -1.5 -2.7 0.11
```
Forces are in eV/Å.

## Properties
- E_LUMO (eV) = 0.75
- ΔE to the lowest compared entry with this formula, charge and spin (kcal per mole) = 154.2
- total charge = 0



Formula: C3H3Cl
Source: the Open Molecules 2025 dataset
Level of theory: ωB97M-V with the def2-TZVPD basis set

Geometry as XYZ:
```
7
Properties=species:S:1:pos:R:3:forces:R:3:lowdin_charge:R:1
Cl 2.521 0.153 0.016 -1.1 -0.2 0.1 0.63
C 0.806 -0.092 0.074 -0.9 -0.4 -0.1 -0.69
C -0.222 -0.900 0.000 3.3 5.0 1.0 -0.01
C -0.518 0.614 0.050 -0.5 -0.9 -3.8 -0.13
H -0.614 -1.800 0.079 -1.7 -4.0 0.1 0.04
H -0.879 0.890 -1.006 0.6 0.4 1.6 0.09
H -1.094 1.135 0.786 0.3 0.0 1.0 0.06
```
Forces are in eV/Å.

## Properties
- E_LUMO (eV) = 0.95
- ΔE to the lowest compared entry with this formula, charge and spin (kcal per mole) = 25.3
- total charge = 0



Formula: C7H7Br3SSi
Source: the Open Molecules 2025 dataset
Level of theory: ωB97M-V with the def2-TZVPD basis set

Geometry as XYZ:
```
19
Properties=species:S:1:pos:R:3:forces:R:3:lowdin_spin:R:1
C 1.467 2.265 1.383 -0.9 -2.7 2.5 0.23
C 0.731 1.160 1.834 -0.5 0.2 -0.2 0.03
C 1.585 2.532 0.037 -0.5 0.8 -3.6 0.23
C -0.112 0.509 0.902 2.1 1.6 1.6 0.33
C 0.827 1.805 -0.884 1.2 2.1 -2.6 0.04
C -0.042 0.809 -0.480 -0.8 -1.7 -1.8 0.27
C -0.725 -0.237 -1.351 2.4 1.6 -0.5 0.07
Si -1.373 -3.380 -0.279 1.5 -0.4 1.0 0.15
S 0.214 -1.735 -0.706 -1.2 0.4 -0.1 0.42
Br -0.213 -5.251 0.362 -0.2 0.5 -0.1 0.07
Br -2.948 -3.075 1.233 -0.3 0.3 0.3 0.06
Br -2.355 -3.918 -2.114 -0.5 -0.1 -1.1 0.05
H 2.038 2.893 1.982 0.8 0.7 1.6 0.01
H 0.641 0.719 2.853 0.5 1.1 -0.6 0.00
H 2.257 3.398 -0.230 -0.9 -1.2 -0.2 0.01
H -0.724 -0.239 1.216 -1.9 -1.8 1.0 0.02
H 0.869 2.088 -2.013 0.1 -0.6 2.2 0.00
H -1.807 -0.199 -1.370 -0.3 -0.7 0.5 0.02
H -0.330 -0.141 -2.378 -0.6 0.1 0.3 0.01
```
Forces are in eV/Å.

## Properties
- E_LUMO (alpha / beta) (eV) = -0.48 / -3.52
- total charge = 0
- spin multiplicity = 3



Formula: C4H7NO
Source: the Open Molecules 2025 dataset
Level of theory: ωB97M-V with the def2-TZVPD basis set

Geometry as XYZ:
```
13
Properties=species:S:1:pos:R:3:forces:R:3:lowdin_charge:R:1
C 0.516 -0.728 0.384 0.1 0.0 0.0 -0.20
C -0.917 -1.027 -0.083 0.2 -0.2 0.0 -0.17
O -1.739 0.146 -0.098 0.2 0.1 0.1 -0.05
C -1.077 1.322 -0.170 0.4 0.1 -0.1 -0.22
N 0.165 1.503 -0.391 0.0 0.2 0.0 0.03
C 1.018 0.411 -0.481 1.2 0.5 1.3 -0.21
H 0.467 -0.415 1.434 0.0 -0.2 -0.1 0.11
H 1.117 -1.636 0.307 0.0 0.1 0.0 0.11
H -0.925 -1.459 -1.089 0.0 0.1 0.1 0.13
H -1.412 -1.722 0.603 0.1 0.1 -0.1 0.13
H -1.764 2.158 -0.028 0.2 -0.2 -0.2 0.13
H 2.389 0.851 0.288 -1.5 -0.1 0.5 0.18
H 2.161 0.597 -0.675 -1.0 -0.5 -1.4 0.03
```
Forces are in eV/Å.

## Properties
- E_LUMO (eV) = 0.37
- ΔE to the lowest compared entry with this formula, charge and spin (kcal per mole) = 113.7
- total charge = 0